2 unconnected molecules or ions with the total composition ClNO2S. Source: the OMol25 dataset; level of theory: ωB97M-V/def2-TZVPD.

Output
net charge: 0
electronic energy: -1063.438020 Ha
E_LUMO (spin up / spin down): -0.4 / -2.8 eV
largest force on an atom: 2.09 eV Å⁻¹
spin multiplicity: 3
orbital gap (spin up / spin down): 8.7089 / 6.7284 eV
HOMO (spin up / spin down): -9.06 / -9.57 eV

```
5
ClNO2S | the OMol25 dataset | ωB97M-V/def2-TZVPD
N 1.066 0.056 -0.112
O 1.167 -0.822 0.649
O 1.684 0.539 -0.973
S -1.510 1.009 0.147
Cl -2.408 -0.783 0.290
```

From a Mulliken analysis of the wavefunction, the atomic charges in e read:
1. N 0.806
2. O -0.402
3. O -0.438
4. S 0.056
5. Cl -0.022